Version one
Below is a 2-piece molecular cluster, C3H4NS overall, with properties calculated with the ωB97M-V functional and the def2-TZVPD basis.

The calculation puts the gap between HOMO and LUMO (alpha / beta) at 8.27 / 8.92 eV. As for the net charge: +1. For the LUMO energy (alpha / beta), the calculation gives -7.2 / -6.9 eV. The HOMO energy (alpha / beta) comes out at -15.46 / -15.81 eV.

CARTESIAN COORDINATES (ANGSTROEM)
C -0.425 -0.429 -0.938
C 0.908 0.983 0.025
C -0.593 -0.939 0.435
N 0.325 0.615 -1.098
S 0.742 -0.091 1.304
H -0.863 -0.737 -1.902
H 2.100 3.022 0.653
H -1.487 -0.436 0.829
H -0.707 -1.988 0.691

=====

Version two
Below is an isolated ion of composition C3H4NS and charge +1, with properties calculated with the ωB97M-V functional and the def2-TZVPD basis.

The calculation puts the gap between HOMO and LUMO (alpha / beta) at 7.94 / 7.27 eV. As for the SMILES: C1#CSC[NH2+]1. As for the net charge: +1. For the LUMO energy (alpha / beta), the calculation gives -6.9 / -7.0 eV. The HOMO energy (alpha / beta) comes out at -14.84 / -14.26 eV.

CARTESIAN COORDINATES (ANGSTROEM)
C -0.396 -1.973 -0.533
C 0.888 -2.500 0.260
S 1.173 -1.583 1.605
C 0.226 -0.124 0.726
N -0.035 -0.551 -0.687
H 0.804 0.688 1.016
H -0.721 -0.083 1.392
H 0.803 -0.546 -1.156
H -0.868 -0.192 -1.142

=====

Stability ranking, top and bottom: version one is the most stable and version two is the least stable.

=====

Version one
Below is a 10-piece molecular cluster, C36H66B4F16N12 overall, with properties calculated with the ωB97M-V functional and the def2-TZVPD basis.

The calculation puts the gap between HOMO and LUMO at 7.07 eV. As for the net charge: +2. For the LUMO energy, the calculation gives -4.3 eV. The HOMO energy comes out at -11.36 eV.

CARTESIAN COORDINATES (ANGSTROEM)
C -3.299 -4.543 -9.243
C -3.766 -3.521 -8.184
N -2.685 -2.850 -7.499
C -1.700 -2.100 -8.025
C -0.903 -1.490 -7.011
N -1.386 -1.846 -5.828
C -2.386 -2.762 -6.113
C -0.883 -1.516 -4.546
H -2.789 -4.047 -10.069
H -4.054 -5.144 -9.749
H -2.644 -5.316 -8.841
H -4.329 -4.091 -7.444
H -4.481 -2.790 -8.561
H -1.506 -1.877 -9.063
H 0.079 -1.121 -7.270
H -3.027 -2.836 -5.247
H -1.595 -1.051 -3.865
H -0.069 -0.852 -4.837
H -0.526 -2.479 -4.180
C -3.216 2.649 -3.458
C -4.412 3.041 -4.522
N -5.728 3.240 -3.777
C -6.759 3.951 -4.297
C -7.863 3.936 -3.476
N -7.393 3.353 -2.326
C -6.176 2.813 -2.599
C -8.143 3.133 -1.104
H -3.524 1.716 -2.987
H -2.982 3.515 -2.839
H -2.249 2.325 -3.843
H -4.453 2.269 -5.290
H -4.133 3.957 -5.043
H -6.453 4.389 -5.235
H -8.774 4.517 -3.507
H -5.596 2.360 -1.809
H -7.802 3.875 -0.383
H -8.011 2.064 -0.936
H -9.191 3.291 -1.359
C 4.127 5.816 -3.458
C 4.488 4.664 -2.455
N 4.213 3.401 -2.834
C 3.441 2.578 -2.101
C 3.236 1.331 -2.647
N 4.057 1.356 -3.712
C 4.704 2.619 -3.849
C 4.008 0.287 -4.669
H 4.489 5.668 -4.475
H 4.461 6.808 -3.153
H 3.043 5.874 -3.354
H 4.246 4.914 -1.422
H 5.557 4.691 -2.244
H 2.879 3.026 -1.294
H 2.617 0.489 -2.378
H 5.481 2.900 -4.546
H 4.059 -0.580 -4.010
H 4.906 0.327 -5.286
H 3.123 0.415 -5.292
C -0.457 -4.581 5.437
C 0.847 -5.179 4.761
N 1.970 -5.026 5.624
C 2.859 -3.990 5.595
C 3.841 -4.176 6.564
N 3.537 -5.399 7.164
C 2.346 -5.881 6.625
C 4.262 -5.942 8.314
H -1.332 -4.641 4.790
H -0.345 -3.500 5.352
H -0.556 -4.777 6.504
H 1.082 -4.706 3.808
H 0.640 -6.240 4.626
H 2.808 -3.287 4.777
H 4.740 -3.633 6.817
H 1.802 -6.758 6.943
H 4.817 -5.086 8.698
H 5.017 -6.578 7.850
H 3.531 -6.435 8.954
C 0.951 1.224 9.253
C 1.682 1.618 8.083
N 0.764 1.854 6.990
C -0.109 1.054 6.300
C -1.061 1.780 5.618
N -0.613 3.078 5.785
C 0.478 3.109 6.519
C -1.193 4.303 5.259
H 1.622 1.237 10.112
H 0.624 0.187 9.178
H 0.068 1.783 9.561
H 2.406 0.877 7.744
H 2.294 2.514 8.193
H -0.002 0.012 6.564
H -1.984 1.519 5.122
H 1.080 3.907 6.928
H -2.275 4.337 5.385
H -1.052 4.289 4.178
H -0.896 5.242 5.726
C -0.159 -0.960 3.107
C 1.036 0.031 2.849
N 0.637 0.822 1.705
C -0.042 2.027 1.814
C -0.487 2.498 0.577
N -0.161 1.467 -0.274
C 0.480 0.431 0.421
C -0.517 1.426 -1.724
H 0.203 -1.441 4.016
H -0.465 -1.811 2.498
H -1.058 -0.429 3.419
H 1.860 -0.616 2.548
H 1.381 0.716 3.624
H -0.107 2.394 2.828
H -0.834 3.402 0.099
H 0.938 -0.477 0.057
H -1.507 1.083 -2.023
H 0.312 0.908 -2.207
H -0.426 2.471 -2.020
B -0.967 -4.623 0.887
F -1.153 -3.550 0.082
F -2.038 -4.622 1.735
F -0.903 -5.668 0.016
F 0.228 -4.421 1.462
B 0.935 2.769 -5.086
F 1.916 2.530 -6.024
F 1.123 3.949 -4.421
F -0.126 3.081 -5.820
F 0.662 1.640 -4.286
B 2.015 -2.784 -1.590
F 2.367 -4.092 -1.842
F 2.797 -2.243 -0.558
F 1.948 -1.942 -2.743
F 0.712 -2.907 -1.055
B 4.590 -0.765 2.773
F 4.086 -0.182 1.691
F 5.894 -0.658 2.750
F 4.103 -0.246 3.887
F 4.209 -2.067 2.668

=====

Version two
Below is a 10-piece molecular cluster, C36H66B4F16N12 overall, with properties calculated with the ωB97M-V functional and the def2-TZVPD basis.

The calculation puts the gap between HOMO and LUMO at 9.58 eV. As for the net charge: +2. For the LUMO energy, the calculation gives -3.9 eV. The HOMO energy comes out at -13.44 eV.

CARTESIAN COORDINATES (ANGSTROEM)
C -3.304 3.793 0.760
C -4.711 4.297 1.121
N -4.723 5.152 2.319
C -4.284 4.857 3.651
C -4.492 5.990 4.437
N -4.847 7.056 3.558
C -5.003 6.517 2.302
C -5.138 8.413 3.918
H -2.690 4.615 0.391
H -3.560 2.936 0.138
H -2.751 3.392 1.610
H -5.386 3.488 1.400
H -5.318 4.805 0.372
H -3.869 3.871 3.799
H -4.401 6.205 5.492
H -5.244 7.148 1.459
H -4.225 8.905 4.252
H -5.976 8.472 4.613
H -5.397 9.062 3.081
C -4.794 -0.498 0.048
C -5.003 0.400 -1.246
N -3.883 0.547 -2.107
C -3.035 -0.481 -2.534
C -2.037 0.065 -3.314
N -2.205 1.448 -3.309
C -3.320 1.730 -2.517
C -1.505 2.408 -4.181
H -5.724 -0.797 0.532
H -4.147 0.037 0.744
H -4.248 -1.386 -0.271
H -5.343 1.416 -1.046
H -5.808 -0.061 -1.817
H -3.250 -1.490 -2.215
H -1.143 -0.311 -3.790
H -3.611 2.731 -2.235
H -1.433 1.925 -5.156
H -0.514 2.659 -3.803
H -2.161 3.266 -4.324
C 0.117 -1.268 3.665
C -0.797 -1.602 2.400
N -0.457 -0.767 1.308
C -0.825 0.546 1.153
C -0.139 1.043 0.096
N 0.558 -0.019 -0.520
C 0.363 -1.099 0.278
C 1.471 -0.004 -1.708
H -0.210 -1.717 4.603
H -0.038 -0.202 3.827
H 1.155 -1.522 3.453
H -1.826 -1.337 2.641
H -0.674 -2.633 2.071
H -1.624 0.943 1.763
H -0.124 2.020 -0.365
H 0.826 -2.045 0.041
H 0.999 -0.487 -2.564
H 2.363 -0.570 -1.440
H 1.734 1.029 -1.932
C -2.477 -3.393 5.681
C -1.458 -4.515 5.996
N -0.058 -4.084 5.933
C 0.702 -3.309 6.805
C 1.944 -3.150 6.384
N 2.048 -3.875 5.213
C 0.783 -4.389 4.901
C 3.168 -3.885 4.301
H -2.234 -2.560 6.341
H -3.529 -3.671 5.625
H -2.282 -3.176 4.631
H -1.668 -5.351 5.329
H -1.663 -4.839 7.016
H 0.208 -2.895 7.671
H 2.814 -2.620 6.741
H 0.463 -4.825 3.966
H 3.287 -2.893 3.866
H 2.983 -4.527 3.440
H 4.050 -4.188 4.865
C 2.575 -3.593 -3.653
C 2.334 -2.699 -4.885
N 2.407 -3.396 -6.120
C 3.537 -3.703 -6.852
C 3.248 -4.509 -7.894
N 1.867 -4.779 -7.880
C 1.371 -4.032 -6.771
C 1.071 -5.718 -8.733
H 3.251 -4.374 -4.002
H 1.651 -4.100 -3.377
H 3.143 -3.183 -2.818
H 3.011 -1.849 -4.978
H 1.348 -2.249 -4.771
H 4.518 -3.444 -6.481
H 3.895 -5.055 -8.565
H 0.399 -4.004 -6.301
H 0.635 -5.236 -9.608
H 0.263 -6.092 -8.105
H 1.693 -6.507 -9.156
C 2.747 1.031 2.194
C 4.111 1.673 1.758
N 4.217 1.354 0.303
C 3.721 2.195 -0.727
C 4.142 1.724 -1.976
N 4.931 0.625 -1.693
C 4.944 0.385 -0.299
C 5.649 -0.253 -2.636
H 2.781 -0.036 1.978
H 1.866 1.525 1.784
H 2.673 1.316 3.244
H 4.967 1.257 2.289
H 4.227 2.747 1.903
H 3.048 2.965 -0.380
H 3.941 1.962 -3.010
H 5.578 -0.317 0.222
H 6.636 -0.518 -2.256
H 5.785 0.294 -3.569
H 5.145 -1.212 -2.760
B 1.888 0.934 -5.187
F 1.044 -0.065 -5.165
F 1.919 1.647 -6.370
F 1.570 1.830 -4.183
F 3.129 0.387 -4.886
B 0.351 4.788 -0.686
F 1.504 5.358 -1.160
F -0.535 5.810 -0.289
F -0.311 4.007 -1.640
F 0.666 3.969 0.386
B -2.940 1.434 4.151
F -3.557 2.003 5.295
F -2.775 0.086 4.260
F -3.781 1.602 3.072
F -1.713 2.049 3.846
B 3.736 -3.314 0.689
F 4.383 -4.355 1.448
F 4.422 -3.324 -0.509
F 2.400 -3.624 0.425
F 3.803 -2.161 1.476

=====

Stability ranking, top and bottom: version two is the most stable and version one is the least stable.